DFT (the ωB97M-V functional and the def2-TZVPD basis) results for a gas-phase ion, C2H3OS3 (charge -1) in a non-equilibrium geometry.

Each line ends with the Mulliken charge.
Geometry (Å):
O -0.4658 0.8906 -0.9090  -0.413
C 0.0218 -0.3126 -0.5155  0.035
S -0.8863 -0.9745 1.0011  -0.304
C 1.6089 -0.1025 -0.0492  -0.177
S 2.6767 -1.3543 -0.2020  -0.379
S 1.9444 1.4609 0.5516  -0.451
H 0.2260 1.5559 -0.7212  0.250
H -0.2356 -0.9109 -1.4022  0.298
H -0.2146 -0.2482 2.0623  0.140

The calculation puts the HOMO-LUMO gap at 7.24 eV. The HOMO energy comes out at -3.9 eV. Its SMILES is O[C@H](S)C(=S)[S-]. The molar mass is 139.246 g/mol. For the largest force on an atom, the calculation gives 2.276 eV/Å. As for the charge: -1.

---

DFT (the ωB97M-V functional and the def2-TZVPD basis) results for a single C2H4 molecule in a non-equilibrium geometry.

Each line ends with the Mulliken charge.
Geometry (Å):
C -0.6830 -0.0446 -0.0039  -0.413
C 0.6386 -0.0280 -0.0136  -0.448
H -1.1952 -0.9788 0.0143  0.250
H -1.1850 0.9385 -0.0231  0.196
H 1.3531 -0.8842 -0.0044  0.235
H 1.0714 0.9971 0.0306  0.180

The calculation puts the HOMO-LUMO gap at 11.67 eV. The HOMO energy comes out at -10.2 eV. Its SMILES is C=C. The molar mass is 28.054 g/mol. For the largest force on an atom, the calculation gives 1.534 eV/Å.

---

DFT (the ωB97M-V functional and the def2-TZVPD basis) results for a single C2H4 molecule in a non-equilibrium geometry.

Each line ends with the Mulliken charge.
Geometry (Å):
C 0.2354 -0.6733 -0.1271  -0.430
C -0.1587 0.6315 0.0501  -0.461
H 1.1378 -0.8685 -0.6464  0.273
H -0.5665 -1.4698 0.1073  0.191
H 0.4859 1.5770 0.0337  0.233
H -1.1340 0.8031 0.5824  0.194

The calculation puts the HOMO-LUMO gap at 11.45 eV. The HOMO energy comes out at -10.0 eV. Its SMILES is C=C. The molar mass is 28.054 g/mol. For the largest force on an atom, the calculation gives 3.785 eV/Å.

---

DFT (the ωB97M-V functional and the def2-TZVPD basis) results for a single C2H4 molecule in a non-equilibrium geometry.

Each line ends with the Mulliken charge.
Geometry (Å):
C 0.6467 -0.0940 0.0424  -0.495
C -0.6990 -0.0580 0.0473  -0.482
H 1.0159 0.9161 -0.1194  0.166
H 1.3773 -0.8297 -0.1599  0.297
H -1.3711 -0.8389 0.1836  0.280
H -0.9698 0.9045 0.0060  0.234

The calculation puts the HOMO-LUMO gap at 11.51 eV. The HOMO energy comes out at -10.1 eV. Its SMILES is C=C. The molar mass is 28.054 g/mol. For the largest force on an atom, the calculation gives 4.250 eV/Å.

---

DFT (the ωB97M-V functional and the def2-TZVPD basis) results for 18 unconnected molecules or ions with the total composition C2H41NO18 in a non-equilibrium geometry.

Each line ends with the Mulliken charge.
Geometry (Å):
C 0.5914 3.2544 -0.4311  -1.090
N -0.0757 1.9709 -0.7315  -0.247
C -0.1677 1.0720 0.4593  1.105
O -0.6801 -0.1141 0.0590  0.477
H 0.0431 3.7491 0.3720  0.366
H 0.5610 3.8821 -1.3862  0.314
H 1.6231 3.1076 -0.1225  0.328
H 0.3639 1.4847 -1.4406  -0.169
H 0.8745 0.9354 0.9241  -1.709
H -0.8327 1.5319 1.1683  0.371
H -3.4131 -0.2911 1.2475  0.571
H 0.3663 1.2072 3.1535  0.355
H -0.6261 1.5599 4.2878  0.263
O -0.5997 1.1854 3.3997  -0.662
H -0.7137 0.4289 -3.1044  0.473
H -0.2863 1.1762 -4.3127  0.248
O 0.0367 0.5785 -3.6984  -0.678
H 0.2045 -2.7987 1.0372  0.247
H -0.1140 -1.2060 0.9394  0.237
O 0.2912 -2.0009 1.4944  -0.846
H 1.5850 0.6119 -2.8409  0.271
H 2.5608 -0.3118 -2.1898  0.488
O 2.2612 0.6076 -2.1744  -0.739
H 2.5966 1.6649 3.1382  0.217
H 2.2311 0.1509 2.8475  0.507
O 1.9963 1.1380 2.7056  -0.751
H 0.0052 -2.2685 -2.1062  0.605
H 0.1077 -1.3271 -0.9213  0.683
O 0.2876 -2.2344 -1.1736  -1.027
H 3.2843 -2.1585 -1.3231  0.380
H 1.8767 -2.2361 -1.8362  0.409
O 2.7862 -2.0191 -2.0992  -0.879
H -2.4105 1.4723 1.6311  0.288
H -3.1865 1.6675 0.3191  0.488
O -3.2764 1.2796 1.2351  -0.883
H -1.7759 2.3098 -1.1216  0.495
H -3.0339 3.0926 -1.6133  0.291
O -2.7610 2.2468 -1.1994  -0.782
H -1.4877 -2.5040 -0.5740  0.402
H -2.4395 -1.5887 -1.1990  0.541
O -2.3453 -2.3357 -0.5919  -0.805
H 3.0101 -1.6317 2.3530  0.474
H 1.5993 -1.6697 2.7149  0.409
O 2.3921 -1.3945 3.0696  -0.882
H -1.4755 -1.4240 -3.2943  0.363
H -0.1748 -1.4830 -4.1662  0.372
O -0.7820 -2.0194 -3.6024  -0.824
H -0.8176 -1.7317 2.7136  0.520
H -1.2589 -0.3688 3.3860  0.532
O -1.5460 -1.2954 3.2725  -0.869
H -2.8033 -1.7080 0.6577  0.568
H -2.5750 -1.2911 2.2301  0.535
O -3.3200 -1.2649 1.4968  -0.664
H 2.2651 -1.7993 0.4005  0.424
H 3.3655 -0.7391 0.3965  0.656
O 3.2106 -1.7105 0.5426  -0.964
H -1.4542 -0.0603 -1.1197  0.065
H -2.6407 0.6231 -2.0330  0.282
O -1.9852 -0.1371 -2.0869  -0.907
H 2.7759 1.0036 -0.5133  0.405
H 2.6543 1.1791 1.0432  0.232
O 3.2515 0.9512 0.3107  -0.881

The calculation puts the HOMO-LUMO gap at 9.61 eV. The HOMO energy comes out at -9.6 eV. The molar mass is 367.339 g/mol. For the largest force on an atom, the calculation gives 6.848 eV/Å.

---

DFT (the ωB97M-V functional and the def2-TZVPD basis) results for a single C2H4BFO molecule in a non-equilibrium geometry.

Each line ends with the Mulliken charge.
Geometry (Å):
B 1.3887 0.0880 -0.5030  0.144
C -0.2139 0.1580 -0.4533  -0.654
C -1.0289 -0.0306 0.9391  0.577
O -1.7593 0.7325 1.4406  -0.441
F -0.8732 -1.2908 1.3697  -0.221
H 1.7701 -0.5789 0.4412  -0.025
H 1.8805 0.4086 -1.4822  -0.032
H -0.6631 1.0997 -0.6992  0.309
H -0.5010 -0.5865 -1.0530  0.344

The calculation puts the HOMO-LUMO gap at 11.02 eV. The HOMO energy comes out at -11.2 eV. Its SMILES is BCC(=O)F. The molar mass is 73.863 g/mol. For the largest force on an atom, the calculation gives 6.164 eV/Å.